Entry 1:
16
Properties=species:S:1:pos:R:3:forces:R:3 method="wB97M-V/def2-TZVPD" de_lowest_kcal_mol=117.2 charge=+1 orbital_gap_ev="8.00 / 8.31" e_homo_ev="-12.60 / -12.25" e_lumo_ha="-0.1690 / -0.1447" e_tot_ev=-9310.9333 fmax_ev_per_a=1.1
C -1.680 0.022 0.729 0.321 0.441 0.280
C -0.611 1.003 1.169 -0.856 0.497 -0.221
C 0.108 -1.174 0.617 0.210 0.432 -0.127
C 0.269 -0.404 -2.289 0.178 0.084 0.272
N -1.175 -1.142 0.432 0.124 -0.916 -0.116
N 0.598 0.135 1.258 0.319 -1.000 -0.068
O 0.977 -2.167 0.654 -0.013 0.475 0.199
H -2.719 0.247 0.604 -0.258 0.157 0.012
H -0.463 1.777 0.408 0.180 -0.098 0.116
H -0.849 1.485 2.118 0.241 -0.046 -0.012
H 0.151 -1.415 -2.614 -0.028 -0.344 -0.080
H 1.245 0.045 -2.317 0.171 0.099 -0.060
H -0.603 0.209 -2.184 -0.229 0.198 0.005
H 1.422 0.506 0.774 -0.202 -0.038 -0.001
H 0.880 -0.058 2.229 -0.055 0.082 -0.151
H 0.568 -2.999 0.374 -0.102 -0.022 -0.048

Entry 2:
63
Properties=species:S:1:pos:R:3:forces:R:3 method="wB97M-V/def2-TZVPD" de_lowest_kcal_mol=129.4 orbital_gap_ev=9.65 e_homo_ev=-9.87 e_lumo_ha=-0.0081 e_tot_ev=-43680.2040 fmax_ev_per_a=2.0
O -0.766 -0.577 -2.349 0.067 0.326 0.448
H -0.895 -0.339 -1.419 0.011 -0.089 0.032
H -1.182 0.141 -2.834 -0.194 0.197 0.088
O -4.483 -1.632 0.265 -0.014 0.045 -0.144
H -4.950 -1.305 1.038 0.004 -0.152 0.068
H -3.885 -0.912 0.027 0.028 0.081 0.006
O -1.099 3.575 -0.380 -0.125 -0.291 0.158
H -0.391 3.559 0.281 -0.030 0.180 0.040
H -0.744 3.042 -1.093 0.063 -0.053 -0.597
O 2.314 1.837 -3.434 -0.298 0.232 0.267
H 2.996 1.847 -2.766 0.509 0.190 0.200
H 2.722 2.209 -4.219 0.031 -0.126 -0.136
O -1.990 -2.167 2.648 -0.078 0.364 0.623
H -1.693 -1.720 3.454 0.259 0.283 -0.148
H -2.638 -2.781 3.011 0.053 -0.393 -0.581
O 0.980 -0.202 -4.481 -0.385 -0.211 -0.452
H 0.128 -0.650 -4.459 0.108 -0.248 -0.106
H 1.130 -0.007 -3.554 0.124 0.225 0.074
O -1.829 -4.895 1.224 -0.530 0.047 0.568
H -1.012 -5.385 1.153 -0.046 -0.068 -0.506
H -2.270 -4.695 0.355 0.847 -0.222 0.370
O -3.003 3.472 1.571 0.721 -0.121 0.277
H -3.423 3.402 2.429 -0.569 0.163 -0.092
H -3.634 3.503 0.852 -0.397 0.338 0.230
O -0.641 -0.411 4.490 -0.113 0.271 0.424
H 0.259 -0.096 4.409 0.833 -0.134 -0.566
H -0.838 -0.055 5.361 -0.544 -0.164 0.190
O -1.447 2.455 -3.177 0.119 -0.465 0.569
H -0.846 2.123 -3.853 -0.040 0.378 -0.239
H -2.051 3.103 -3.546 0.157 -0.039 -0.318
O 2.068 0.858 0.307 0.461 1.161 0.853
H 1.122 0.692 0.384 -0.505 -0.683 -0.465
H 2.618 0.213 -0.130 -0.432 -0.461 -0.251
O 2.356 0.352 3.755 -0.508 -0.050 0.459
H 2.654 -0.128 2.982 0.265 -0.078 -0.242
H 1.927 1.142 3.415 0.207 0.294 -0.202
O 1.757 -1.782 1.569 -0.553 0.793 0.792
H 1.505 -0.845 1.517 0.173 -0.068 -0.559
H 1.362 -1.968 2.435 0.189 -0.767 -0.089
O -0.815 -3.245 -2.531 0.063 -0.396 -0.211
H 0.094 -2.944 -2.452 -0.070 0.177 -0.052
H -0.782 -4.033 -3.084 -0.002 -0.037 0.099
O -2.949 -3.861 -0.865 -0.130 0.497 -0.390
H -2.255 -3.333 -1.304 -0.114 -0.374 0.036
H -3.480 -3.211 -0.380 -0.170 -0.016 0.011
O 4.296 2.992 1.520 0.286 -0.188 -0.219
H 4.303 2.061 1.299 0.088 -0.473 0.335
H 4.193 3.356 0.637 -0.092 0.559 0.081
O 3.787 -2.164 -0.296 -0.491 0.168 0.413
H 3.218 -1.940 0.462 0.273 -0.348 0.223
H 3.174 -2.697 -0.813 0.240 -0.108 -0.297
O 1.730 3.642 0.509 0.010 -0.385 -0.855
H 1.846 3.961 -0.395 -0.266 0.566 0.066
H 1.999 2.716 0.359 -0.049 -0.004 0.642
O -3.111 0.994 0.337 -0.711 -1.913 -0.016
H -3.638 1.314 1.060 -0.189 0.401 0.479
H -2.655 1.737 -0.002 0.875 1.668 -0.613
O 4.178 0.173 -1.659 0.189 0.807 0.075
H 3.230 0.150 -1.815 0.035 -0.413 -0.263
H 4.355 -0.413 -0.909 -0.065 -0.423 -0.432
O -0.678 0.064 0.813 0.584 0.194 -0.063
H -0.681 -0.776 1.285 -0.428 -0.268 0.032
H -1.547 0.482 0.987 0.265 -0.376 -0.126

Entry 3:
24
Properties=species:S:1:pos:R:3:forces:R:3 method="wB97M-V/def2-TZVPD" de_lowest_kcal_mol=197.2 orbital_gap_ev="6.65 / 6.15" e_homo_ev="-8.85 / -8.97" smiles="CC1=CC=C(S(C)(=O)=O)[C@@H](C(=O)N=O)O1" e_lumo_ha="-0.0810 / -0.1036" e_tot_ev=-30995.9462 fmax_ev_per_a=7.8
C -0.454 1.884 -0.765 0.346 -1.279 -1.143
C -1.091 1.768 0.493 0.206 -2.249 2.375
C 0.565 0.991 -1.070 0.074 3.986 -0.522
C 1.883 1.227 1.516 -5.367 -3.412 -4.580
C 1.091 0.335 0.132 1.432 0.498 0.284
C -0.927 0.580 1.210 1.320 1.081 -1.253
C -1.582 0.129 2.498 3.350 0.516 0.331
C 2.781 2.503 -1.883 -0.833 0.528 -1.895
N 1.322 0.450 2.523 2.614 0.588 7.309
O 1.757 0.755 3.723 -1.673 -0.705 -4.284
O 2.697 1.936 1.163 4.249 3.412 0.769
O 2.269 -0.042 -2.738 -0.168 1.637 -0.575
O 0.791 1.802 -3.650 -0.165 0.610 -0.674
O 0.051 -0.402 0.666 -2.232 1.416 1.587
S 1.615 1.264 -2.627 0.334 -2.459 3.654
H -0.979 2.578 -1.412 0.667 -0.049 -0.651
H -1.713 2.564 0.910 0.047 -0.428 -0.246
H 2.081 -0.139 -0.028 -1.081 -1.121 -0.152
H -2.578 -0.001 2.350 -3.120 -0.051 -0.233
H -1.370 0.728 3.481 -0.124 -1.006 -2.156
H -1.150 -0.859 2.517 0.024 -0.496 1.053
H 2.036 3.139 -1.319 1.324 -0.165 -0.830
H 3.383 1.937 -1.194 0.245 -0.094 0.191
H 3.436 2.998 -2.716 -1.470 -0.756 1.641

Entry 4:
81
Properties=species:S:1:pos:R:3:forces:R:3 method="wB97M-V/def2-TZVPD" de_lowest_kcal_mol=0.0 charge=+2 orbital_gap_ev=7.84 e_homo_ev=-13.53 e_lumo_ha=-0.2092 e_tot_ev=-73663.8023 fmax_ev_per_a=0.7
Pt -0.206 -0.684 -0.865 -0.478 -0.151 -0.489
C 3.035 2.874 -0.245 -0.005 0.064 0.012
C 2.928 2.415 -1.665 0.085 0.102 -0.013
C 4.019 2.501 -2.528 -0.013 0.010 0.042
C 3.895 2.060 -3.831 -0.011 -0.026 -0.006
C 2.672 1.550 -4.240 0.010 0.016 -0.010
C 1.639 1.490 -3.314 -0.056 -0.055 -0.035
N 1.751 1.904 -2.055 0.007 0.058 -0.029
Sb -0.176 0.716 -4.172 0.024 -0.057 -0.024
C -1.833 0.747 -2.753 -0.109 0.197 -0.163
C -2.873 1.503 -3.264 -0.042 -0.007 0.034
C -4.150 1.400 -2.720 0.043 -0.071 0.072
C -4.361 0.459 -1.740 0.002 0.084 -0.006
C -3.293 -0.288 -1.244 -0.052 -0.188 0.218
C -3.549 -1.357 -0.232 -0.141 0.067 -0.200
N -2.047 -0.081 -1.696 0.286 -0.005 0.116
C 0.276 -1.364 -3.811 -0.132 0.035 0.093
C 0.762 -2.130 -4.854 -0.058 0.009 -0.053
C 0.959 -3.492 -4.665 0.017 -0.010 0.003
C 0.613 -4.052 -3.453 -0.021 0.006 -0.010
C 0.124 -3.248 -2.431 -0.034 0.039 -0.043
C -0.306 -3.870 -1.136 0.037 0.019 0.004
N -0.009 -1.917 -2.613 0.260 -0.055 0.170
H 3.945 3.447 -0.081 0.001 -0.003 0.005
H 3.044 2.016 0.432 -0.006 0.036 0.029
H 2.174 3.486 0.015 -0.041 0.034 0.026
H 4.949 2.923 -2.173 0.003 0.000 0.001
H 4.727 2.123 -4.520 0.001 0.004 0.001
H 2.528 1.224 -5.265 -0.002 0.011 0.008
H -2.700 2.150 -4.115 0.012 0.005 0.013
H -4.964 2.004 -3.099 -0.005 -0.008 -0.002
H -5.347 0.276 -1.336 -0.010 -0.001 -0.016
H -4.481 -1.864 -0.477 -0.007 -0.050 -0.065
H -3.658 -0.939 0.769 -0.214 -0.115 -0.570
H -2.741 -2.088 -0.220 0.015 0.033 0.013
H 0.974 -1.671 -5.810 -0.003 -0.002 0.000
H 1.358 -4.106 -5.462 -0.010 0.000 -0.004
H 0.716 -5.114 -3.281 0.001 0.002 -0.003
H 0.356 -4.690 -0.864 -0.003 -0.009 -0.008
H -1.312 -4.282 -1.250 -0.005 0.005 0.013
H -0.327 -3.149 -0.318 0.015 -0.014 0.000
I 2.309 -0.782 -0.550 0.238 -0.168 0.127
C 2.640 -1.665 1.302 -0.108 -0.006 0.032
C 3.664 -2.569 1.322 -0.017 -0.008 0.027
C 4.116 -3.093 2.546 0.002 0.011 0.019
C 3.540 -2.654 3.697 0.008 -0.017 -0.003
C 2.471 -1.722 3.687 0.002 0.009 -0.006
C 1.946 -1.294 4.926 -0.008 0.007 -0.017
C 0.920 -0.402 4.970 0.003 -0.011 0.008
C 0.345 0.034 3.768 -0.042 -0.006 0.004
C 0.805 -0.342 2.521 -0.038 0.078 -0.035
P -0.306 0.307 1.186 0.140 0.128 0.164
C -1.928 -0.001 1.942 0.134 0.020 0.149
C -2.194 -1.290 2.410 0.169 0.077 0.365
C -3.409 -1.577 3.005 0.066 -0.003 0.156
C -4.374 -0.580 3.125 -0.002 -0.010 0.040
C -4.115 0.698 2.655 -0.009 0.019 -0.005
C -2.890 0.994 2.065 0.040 -0.003 0.004
C -0.131 2.107 1.154 -0.041 -0.034 -0.021
C -0.727 2.785 0.090 0.040 0.017 0.034
C -0.785 4.169 0.088 0.002 0.012 -0.002
C -0.241 4.887 1.145 0.028 0.013 -0.034
C 0.379 4.221 2.192 0.052 -0.020 -0.018
C 0.437 2.834 2.198 -0.019 -0.006 0.015
C 1.947 -1.212 2.460 -0.001 -0.101 -0.074
H 4.143 -2.874 0.401 0.006 0.006 0.004
H 4.925 -3.810 2.559 0.003 -0.001 0.002
H 3.891 -3.011 4.657 0.001 -0.002 0.001
H 2.380 -1.689 5.836 -0.002 0.001 0.003
H 0.514 -0.058 5.911 0.010 0.002 0.004
H -0.522 0.675 3.849 -0.028 0.004 -0.036
H -1.441 -2.067 2.330 -0.002 -0.004 -0.007
H -3.609 -2.572 3.378 -0.001 -0.003 -0.007
H -5.324 -0.802 3.592 0.000 0.001 0.003
H -4.860 1.476 2.759 -0.004 -0.001 -0.006
H -2.693 1.999 1.714 0.013 0.004 0.014
H -1.143 2.232 -0.740 -0.012 -0.023 -0.032
H -1.254 4.688 -0.737 0.005 -0.001 -0.003
H -0.290 5.968 1.146 -0.001 -0.003 0.001
H 0.822 4.779 3.005 -0.005 -0.003 0.003
H 0.930 2.330 3.017 0.016 0.014 0.006

Entry 5:
16
Properties=species:S:1:pos:R:3:forces:R:3 method="wB97M-V/def2-TZVPD" spin_multiplicity=5 charge=+1 orbital_gap_ev="6.66 / 6.80" e_homo_ev="-11.83 / -11.83" e_lumo_ha="-0.1898 / -0.1850" e_tot_ev=-39262.6135 fmax_ev_per_a=3.9
O 2.444 0.424 -0.424 -2.242 -0.458 -1.516
C 2.872 2.295 1.071 -3.233 0.849 -1.140
O 1.798 2.573 0.669 3.152 0.113 1.726
O -1.575 1.468 -0.937 -0.001 -0.159 -0.012
C -2.251 0.447 -0.276 -1.513 -1.085 0.917
C -1.485 -0.875 -0.332 -0.291 -0.650 -0.531
O -0.144 -0.543 0.013 0.102 3.856 -0.457
C 0.956 -1.258 0.392 0.741 -1.784 0.690
C 2.167 -0.799 0.043 0.793 0.156 1.501
Ho 0.393 1.498 -0.897 2.433 -0.625 0.037
H -3.250 0.257 -0.715 0.379 0.194 0.123
H -2.418 0.699 0.793 0.080 0.063 -0.495
H -1.434 -1.237 -1.371 -0.354 -0.270 0.304
H -1.872 -1.637 0.358 -0.037 0.211 -0.316
H 0.759 -1.954 1.207 0.305 -0.390 -0.678
H 3.039 -1.358 0.404 -0.314 -0.019 -0.151

Entry 6:
16
Properties=species:S:1:pos:R:3:forces:R:3 method="wB97M-V/def2-TZVPD" de_lowest_kcal_mol=122.9 orbital_gap_ev=10.02 e_homo_ev=-9.12 smiles="CC1=NON2[C@@H](C)[C@H]12" e_lumo_ha=0.0329 e_tot_ev=-10337.3949 fmax_ev_per_a=6.1
C -1.289 -0.432 -0.040 1.980 1.094 1.628
C 0.144 -0.085 0.507 -1.200 -1.188 0.650
C 0.923 0.679 -0.458 1.908 0.321 2.090
C -2.004 -1.744 -0.043 -3.491 2.741 4.181
C 2.369 0.888 -0.049 0.709 -0.303 -2.555
N -1.865 0.665 -0.343 -1.031 -0.934 0.391
N 0.159 1.415 0.460 -1.483 0.061 2.355
O -1.180 1.738 0.119 0.461 1.090 -1.231
H 0.692 -0.573 1.351 -0.980 0.169 -0.787
H 0.641 0.689 -1.434 -0.498 -0.107 -2.820
H -1.869 -2.320 0.958 -0.128 1.072 -1.800
H -1.688 -2.263 -0.820 1.256 -2.981 -3.444
H -3.164 -1.463 -0.171 2.614 -0.902 0.269
H 2.550 0.922 1.028 -0.288 -0.313 -0.261
H 2.710 1.866 -0.485 -0.048 -0.969 0.352
H 2.872 0.018 -0.581 0.218 1.149 0.982

Entry 7:
25
Properties=species:S:1:pos:R:3:forces:R:3 method="wB97M-V/def2-TZVPD" de_lowest_kcal_mol=98.5 charge=+2 orbital_gap_ev=9.34 e_homo_ev=-20.16 e_lumo_ha=-0.3976 e_tot_ev=-14536.6377 fmax_ev_per_a=3.6
C 0.488 1.213 0.454 2.316 -0.106 0.600
C -0.569 0.706 -0.445 -1.626 -0.066 -0.789
C 1.836 0.392 0.346 0.710 2.025 2.544
C -1.928 -1.317 0.167 -0.145 0.534 0.484
C -1.900 1.423 -0.379 1.276 2.936 1.138
C 3.044 1.231 -0.098 1.462 0.450 0.868
C -2.032 -2.715 0.363 0.128 -3.484 -0.689
N -0.822 -0.715 -0.069 1.189 1.941 -0.484
N 1.710 -0.836 -0.311 -2.567 -0.445 -0.337
O 0.345 -1.439 -0.265 0.539 -2.088 -0.040
O 2.401 -1.479 -0.930 0.835 -0.430 -0.195
H 1.017 2.137 0.234 -1.418 0.745 -0.592
H 0.227 1.293 1.504 -0.461 -0.228 0.065
H -0.191 0.645 -1.483 -0.285 0.125 0.247
H 2.036 0.137 1.442 -0.013 -0.387 -1.207
H -2.852 -0.703 0.129 0.908 -0.145 0.228
H -2.607 1.134 -1.104 -0.656 -0.363 -1.072
H -1.649 2.526 -0.512 -0.518 -1.286 -0.180
H -2.374 1.420 0.612 0.294 -0.305 -0.074
H 3.980 0.659 -0.078 -0.247 -0.087 0.316
H 3.188 2.081 0.642 -0.361 -1.158 -0.712
H 3.073 1.691 -1.078 -0.906 -0.098 -0.399
H -2.683 -3.005 -0.478 -0.393 -0.033 -0.032
H -2.619 -3.136 1.234 0.766 0.947 -0.647
H -1.121 -3.340 0.104 -0.826 1.006 0.959

Entry 8:
60
Properties=species:S:1:pos:R:3:forces:R:3 method="wB97M-V/def2-TZVPD" de_lowest_kcal_mol=15.3 orbital_gap_ev=8.92 e_homo_ev=-8.42 smiles="CCC(C)(C)NC(=O)CN(Cc1ccc2c(c1)OCO2)C(=O)CCC(=O)Nc1nccs1" e_lumo_ha=0.0182 e_tot_ev=-50303.2744 fmax_ev_per_a=1.3
C 2.852 3.622 -3.945 -0.201 0.147 0.091
H 2.773 4.052 -4.941 0.059 0.004 -0.109
H 3.796 3.943 -3.512 0.145 -0.016 -0.005
H 2.862 2.539 -4.044 0.065 -0.109 -0.047
C 1.667 4.072 -3.097 0.096 -0.200 -0.041
H 0.744 3.831 -3.623 -0.011 0.123 0.046
H 1.707 5.154 -2.962 -0.048 0.058 0.075
C 1.607 3.417 -1.706 -0.273 0.448 -0.088
N 1.511 1.962 -1.848 0.453 0.232 0.315
C 0.587 1.303 -2.557 0.258 -0.845 0.033
O -0.302 1.794 -3.223 -0.358 0.186 -0.243
C 0.721 -0.229 -2.432 0.190 0.328 -0.090
N -0.055 -0.682 -1.288 0.118 0.072 -0.275
C 0.537 -0.690 -0.084 -0.309 -0.139 0.083
O 1.701 -0.312 0.050 0.343 -0.094 0.026
C -0.291 -1.207 1.076 0.251 -0.043 0.201
H -1.144 -0.542 1.232 -0.083 -0.059 -0.069
C 0.512 -1.324 2.379 -0.130 0.021 -0.015
C 0.596 0.008 3.098 0.198 -0.455 -0.313
O 0.020 0.255 4.138 -0.198 -0.216 0.154
N 1.363 0.929 2.457 0.177 -0.186 -0.261
C 1.489 2.211 2.912 -0.428 0.441 0.870
N 2.144 3.130 2.285 0.192 -0.653 -0.466
C 2.092 4.306 2.961 -0.203 0.291 0.491
C 1.388 4.281 4.118 -0.001 -0.170 -0.075
S 0.733 2.707 4.405 0.367 0.505 -0.356
H 1.213 5.081 4.807 -0.019 0.228 0.144
H 2.600 5.156 2.543 0.067 0.222 -0.005
H 1.808 0.671 1.572 -0.118 0.025 0.206
H 0.023 -2.031 3.047 0.054 0.104 -0.006
H 1.520 -1.677 2.154 -0.032 -0.038 0.026
H -0.685 -2.188 0.801 -0.063 0.085 -0.004
C -1.455 -0.980 -1.504 -0.370 -0.126 0.035
C -1.769 -2.459 -1.469 0.071 -0.111 -0.064
C -0.824 -3.397 -1.853 -0.078 0.228 0.049
C -1.095 -4.764 -1.842 -0.298 -0.310 0.066
C -2.349 -5.150 -1.439 -0.265 0.516 0.112
C -3.309 -4.210 -1.054 0.475 -0.294 -0.193
C -3.043 -2.865 -1.057 -0.102 -0.245 -0.020
H -3.791 -2.151 -0.756 -0.131 0.137 0.078
O -4.459 -4.856 -0.697 0.099 0.498 0.002
C -4.200 -6.234 -0.870 -0.819 -0.962 0.223
O -2.877 -6.407 -1.331 0.436 0.101 -0.134
H -4.327 -6.756 0.091 0.090 0.177 -0.196
H -4.905 -6.652 -1.607 0.198 0.159 0.116
H -0.356 -5.489 -2.138 0.111 -0.111 -0.043
H 0.156 -3.069 -2.163 0.133 0.058 -0.020
H -2.068 -0.459 -0.763 0.016 -0.015 -0.119
H -1.725 -0.570 -2.481 0.039 0.074 0.172
H 1.764 -0.517 -2.282 -0.134 -0.026 -0.060
H 0.330 -0.697 -3.336 0.011 0.090 0.070
H 2.102 1.420 -1.233 -0.113 -0.133 -0.146
C 2.866 3.706 -0.891 -0.187 -0.167 -0.106
H 2.742 3.362 0.135 0.045 -0.010 -0.010
H 3.054 4.776 -0.871 0.026 0.151 -0.010
H 3.730 3.211 -1.326 0.165 -0.018 -0.083
C 0.374 3.926 -0.951 0.122 -0.125 -0.129
H 0.325 3.469 0.035 0.002 -0.021 0.130
H -0.528 3.679 -1.504 -0.101 0.015 -0.051
H 0.426 5.004 -0.829 0.004 0.172 0.034